1.
Molecular formula: C54H44N6O4RhS
Method: DFT, ωB97M-V/def2-TZVPD

Kohn-Sham gap (spin up / spin down) = 4.53 / 4.56 eV
Total energy = -3221.930303 hartree
Expectation value of S² = 6.113
Charge = +1
Spin multiplicity = 5
LUMO (spin up / spin down) = -3.21 / -5.09 eV

Last column: Mulliken spin population.
Cartesian coordinates (Å):
Rh  7.89  15.48  15.44  1.468
C  7.03  9.40  23.29  0.000
O  5.96  9.87  22.44  0.000
C  6.34  10.82  21.53  0.001
C  7.66  11.12  21.21  0.004
C  7.89  11.91  20.16  0.016
C  6.90  12.46  19.37  0.057
C  5.56  12.17  19.65  0.016
C  5.30  11.31  20.74  0.007
C  7.32  13.37  18.21  0.073
C  7.66  14.60  18.39  -0.031
C  7.77  15.15  19.71  0.076
C  8.09  16.43  19.65  -0.054
C  8.25  16.77  18.22  0.099
N  8.02  15.66  17.52  0.076
C  8.25  18.13  17.76  0.172
C  8.12  18.32  16.33  0.046
C  7.86  19.66  15.80  0.152
C  8.00  19.63  14.50  0.014
C  7.99  18.26  14.18  0.227
C  7.75  17.80  12.87  0.168
C  7.98  18.70  11.77  0.030
C  7.03  19.01  10.76  0.048
C  7.39  19.98  9.76  -0.029
C  8.56  20.82  9.89  0.038
O  8.56  21.88  9.01  0.007
C  9.42  22.97  9.43  0.001
C  9.38  20.50  10.91  -0.003
C  9.15  19.50  11.79  0.051
C  7.39  16.38  12.58  -0.085
N  7.48  15.20  13.52  0.118
C  7.23  14.13  12.70  0.194
C  6.91  12.84  13.26  0.035
C  6.57  11.71  12.32  -0.020
C  5.27  11.16  12.39  0.003
C  4.87  10.15  11.59  -0.004
C  5.80  9.61  10.60  0.004
O  5.37  8.48  9.97  0.001
C  6.31  7.50  9.64  0.000
C  7.05  10.26  10.35  0.005
C  7.37  11.27  11.29  0.004
C  7.04  12.50  14.59  0.120
C  6.92  11.26  15.16  0.006
C  7.17  11.31  16.51  0.072
C  7.27  12.68  16.82  0.164
N  7.36  13.43  15.79  0.046
C  6.97  14.50  11.32  -0.105
C  7.12  15.82  11.28  0.187
N  8.07  17.45  15.32  -0.037
C  8.43  19.16  18.72  0.004
C  7.64  20.26  18.98  0.029
C  7.95  21.34  19.83  -0.010
C  9.15  21.39  20.46  0.018
O  9.38  22.47  21.30  0.004
C  10.52  22.44  22.15  0.000
C  10.01  20.29  20.29  -0.015
C  9.65  19.24  19.47  0.054
H  6.55  8.73  23.97  0.000
H  7.43  10.16  24.00  0.000
H  7.81  8.90  22.74  0.000
H  8.43  10.85  21.91  0.000
H  8.89  12.29  19.87  -0.001
H  4.81  12.61  18.99  -0.001
H  4.23  11.17  20.92  0.000
H  7.44  14.72  20.62  0.007
H  8.27  17.10  20.43  -0.001
H  7.74  20.43  16.55  -0.006
H  7.77  20.20  13.62  0.006
H  6.06  18.50  10.60  -0.001
H  6.74  20.42  9.03  -0.001
H  9.09  23.87  8.80  0.000
H  10.48  22.63  9.23  0.001
H  9.25  23.07  10.50  -0.001
H  10.25  21.14  11.04  0.000
H  9.88  19.30  12.60  0.006
H  4.55  11.63  13.04  -0.001
H  3.87  9.77  11.52  0.000
H  5.94  6.50  9.82  0.000
H  7.24  7.75  10.12  0.000
H  6.45  7.71  8.62  0.000
H  7.88  9.94  9.67  0.000
H  8.32  11.78  11.16  0.001
H  6.64  10.34  14.62  -0.009
H  7.02  10.46  17.20  -0.001
H  6.84  13.69  10.65  -0.010
H  7.03  16.31  10.40  0.018
H  6.62  20.34  18.65  -0.001
H  7.25  22.18  19.94  0.000
H  10.50  23.35  22.74  0.000
H  11.45  22.41  21.57  0.000
H  10.45  21.51  22.78  0.000
H  10.97  20.18  20.83  0.000
H  10.37  18.42  19.50  0.005
C  11.45  19.24  15.21  0.009
C  11.87  17.83  15.08  0.001
C  13.19  17.47  14.99  0.003
C  13.46  16.13  14.83  0.002
N  12.49  15.18  14.94  0.012
C  11.23  15.58  15.10  -0.015
S  10.06  14.33  15.28  0.408
N  10.92  16.87  15.05  0.014
C  14.81  15.62  14.43  -0.001
H  12.15  19.86  14.60  0.000
H  11.53  19.56  16.27  -0.003
H  10.52  19.45  14.73  -0.002
H  13.97  18.26  14.97  0.000
H  9.90  16.96  15.11  0.040
H  15.47  15.69  15.25  0.000
H  15.15  16.17  13.49  0.000
H  14.83  14.60  14.02  0.000

***

2.
Molecular formula: C30H68B2N5O10P2
Method: DFT, ωB97M-V/def2-TZVPD

Kohn-Sham gap = 8.40 eV
Total energy = -2942.262503 hartree
Charge = +1
LUMO = -2.36 eV

Last column: Mulliken charge in e.
Cartesian coordinates (Å):
C  0.03  2.37  4.12  -0.968
C  0.38  0.82  4.11  -0.285
O  0.24  0.30  2.77  -0.613
B  0.46  -1.10  2.71  0.783
O  -0.21  -1.88  3.73  -0.624
C  1.34  -1.83  1.55  1.663
C  2.48  -2.61  2.29  -1.498
C  3.76  -1.81  2.66  -1.541
N  3.55  -0.86  3.81  -0.416
C  1.69  -0.73  0.45  -2.348
P  2.78  0.73  0.80  1.183
N  4.22  0.71  0.12  -0.887
N  1.89  -1.53  -0.76  2.094
C  3.20  -2.16  -0.98  -0.745
B  3.26  -3.76  -1.02  0.732
O  2.45  -4.63  -1.78  -0.734
O  4.27  -4.40  -0.22  -0.526
C  0.69  -2.34  -0.72  -1.751
N  0.01  -2.50  -1.83  0.558
C  -1.25  -3.30  -1.78  0.343
O  -1.66  -3.56  -3.11  -0.351
C  -3.09  -3.45  -3.24  -0.462
P  0.44  -1.77  -3.42  -0.350
C  0.90  0.05  -3.13  -0.772
C  1.99  -2.54  -4.14  -0.180
C  1.97  -2.12  -5.68  -1.033
N  0.55  -2.70  0.62  1.114
C  -0.03  -3.95  1.10  -1.230
C  -1.58  -3.72  1.44  -0.383
C  -2.53  -4.88  0.98  -0.443
C  -4.01  -4.43  1.40  -0.730
C  -4.91  -4.00  0.19  -0.927
C  -4.92  -2.47  -0.13  -0.206
C  -5.21  -1.54  1.10  -0.080
C  -5.87  -0.24  0.51  -0.813
O  -5.98  0.80  1.49  -0.371
C  -6.39  2.00  0.81  -0.672
H  -1.07  2.42  4.35  0.338
H  0.52  2.90  4.97  0.359
H  0.21  2.87  3.14  0.034
H  -0.33  0.37  4.84  0.339
H  1.41  0.71  4.54  0.226
H  0.42  -2.06  4.44  0.297
H  2.81  -3.55  1.77  0.504
H  2.05  -2.98  3.26  0.849
H  4.27  -1.28  1.82  0.508
H  4.51  -2.57  3.03  0.396
H  3.52  -1.46  4.64  0.277
H  4.41  -0.32  3.83  0.248
H  0.68  -0.25  0.30  0.578
H  2.85  0.88  2.21  -0.151
H  2.08  1.88  0.30  -0.396
H  4.33  1.49  -0.53  0.280
H  3.66  -1.73  -1.91  0.213
H  3.87  -1.82  -0.15  0.001
H  2.96  -5.40  -2.05  0.312
H  5.03  -3.81  -0.33  0.346
H  -2.05  -2.85  -1.15  -0.091
H  -0.97  -4.30  -1.37  0.048
H  -3.58  -4.15  -2.54  0.121
H  -3.38  -2.39  -3.12  0.283
H  -3.33  -3.79  -4.28  0.326
H  0.56  0.69  -3.99  0.551
H  0.44  0.44  -2.19  0.040
H  2.01  0.14  -3.06  0.337
H  1.93  -3.66  -4.15  0.345
H  2.95  -2.16  -3.72  0.065
H  1.35  -2.89  -6.20  0.329
H  2.98  -2.14  -6.14  0.354
H  1.43  -1.15  -5.83  0.290
H  0.10  -4.79  0.36  0.372
H  0.40  -4.34  2.05  0.680
H  -1.92  -2.77  0.96  -0.200
H  -1.74  -3.60  2.54  0.696
H  -2.56  -5.06  -0.12  0.227
H  -2.28  -5.79  1.57  0.399
H  -4.50  -5.28  1.94  0.363
H  -3.90  -3.61  2.15  0.390
H  -4.69  -4.61  -0.73  0.281
H  -5.96  -4.28  0.46  0.395
H  -5.76  -2.30  -0.86  0.615
H  -4.00  -2.08  -0.64  -0.208
H  -4.21  -1.20  1.48  -0.011
H  -5.82  -2.00  1.90  0.355
H  -6.90  -0.48  0.14  0.325
H  -5.28  0.17  -0.36  0.376
H  -7.04  2.63  1.45  0.269
H  -5.52  2.59  0.42  0.229
H  -7.00  1.69  -0.08  0.318
O  1.09  2.77  -1.50  -0.546
C  0.75  3.65  -2.24  0.882
O  1.65  4.23  -3.03  -0.362
C  1.32  5.17  -4.07  -0.422
C  1.19  6.57  -3.53  -0.989
C  -0.67  4.17  -2.22  -1.186
H  0.44  4.84  -4.62  0.348
H  2.15  5.13  -4.78  0.339
H  0.38  6.65  -2.80  0.265
H  1.00  7.28  -4.34  0.387
H  2.11  6.87  -3.01  0.294
H  -0.77  4.89  -1.41  0.241
H  -1.34  3.33  -2.05  0.323
H  -0.98  4.63  -3.16  0.435
O  0.61  6.64  4.29  -0.569
C  1.04  6.50  3.18  0.739
O  1.48  5.29  2.79  -0.314
C  1.84  4.95  1.46  0.600
C  3.27  5.34  1.16  -1.220
C  1.18  7.67  2.24  -0.874
H  1.13  5.37  0.74  0.242
H  1.74  3.87  1.39  -0.456
H  3.42  6.41  1.23  0.365
H  3.56  5.02  0.15  0.348
H  3.95  4.88  1.88  0.353
H  2.10  8.20  2.47  0.259
H  0.33  8.34  2.41  0.308
H  1.16  7.39  1.19  0.254

***

3.
Molecular formula: C6H15NO2
Method: DFT, ωB97M-V/def2-TZVPD

Kohn-Sham gap = 8.33 eV
Total energy = -442.732764 hartree
Energy above the lowest of the compared OMol25 structures with the same formula, charge and spin = 93.1 kcal/mol
Charge = 0
SMILES = C=C(O)NC.C=C.CO
LUMO = 0.72 eV

Last column: natural (NBO) charge in e.
Cartesian coordinates (Å):
C  2.11  -0.61  -1.35  -0.194
C  1.40  -2.64  1.47  -0.244
C  2.76  0.28  -0.54  -0.595
O  1.24  -1.45  0.73  -0.819
H  2.58  -1.53  -1.66  0.196
H  1.08  -0.47  -1.62  0.215
H  0.63  -3.34  1.17  0.185
H  1.28  -2.45  2.55  0.167
H  2.38  -3.10  1.30  0.162
H  3.84  0.26  -0.47  0.218
H  2.29  1.23  -0.32  0.231
H  2.10  -0.67  0.65  0.508
C  -3.23  2.18  -0.64  -0.408
N  -2.59  0.89  -0.81  -0.621
C  -1.47  0.56  -0.08  0.510
C  -0.64  1.43  0.52  -0.698
O  -1.30  -0.79  -0.07  -0.720
H  -0.41  -1.01  0.29  0.521
H  -3.21  0.11  -0.95  0.389
H  -3.51  2.38  0.40  0.183
H  -4.13  2.21  -1.26  0.205
H  -2.56  2.97  -0.98  0.197
H  -0.83  2.49  0.53  0.205
H  0.18  1.07  1.12  0.207

***

4.
Molecular formula: C33H36BaCl2N4O6PS2
Method: DFT, ωB97M-V/def2-TZVPD

Kohn-Sham gap = 7.03 eV
Total energy = -4033.086961 hartree
Energy above the lowest of the compared OMol25 structures with the same formula, charge and spin = 23.9 kcal/mol
Charge = +1
LUMO = -3.42 eV

Last column: Mulliken charge in e.
Cartesian coordinates (Å):
Ba  -0.49  -0.01  0.17  0.877
Cl  -1.78  -3.22  -0.22  -0.015
C  -2.66  -3.24  1.32  -0.480
Cl  -3.19  -1.61  1.74  -0.022
H  -1.98  -3.59  2.09  0.336
H  -3.53  -3.88  1.21  0.449
O  6.86  -0.99  -1.45  -0.593
N  6.47  0.16  -1.36  1.037
O  7.19  1.13  -1.32  -0.608
C  5.01  0.40  -1.35  -0.031
C  4.61  1.61  -1.77  -0.589
C  3.22  1.93  -1.87  1.564
C  2.77  3.20  -2.26  -0.922
C  1.42  3.42  -2.38  -1.100
C  0.55  2.36  -2.12  -0.397
N  0.94  1.17  -1.71  -0.145
C  2.26  0.95  -1.57  -0.757
C  2.70  -0.34  -1.08  0.456
N  1.75  -1.23  -0.74  0.008
C  2.11  -2.39  -0.24  -0.455
C  3.44  -2.73  0.00  -0.905
C  4.43  -1.85  -0.34  -0.831
C  4.08  -0.62  -0.94  0.952
H  5.34  2.35  -2.05  0.578
H  3.49  3.99  -2.45  0.473
H  1.03  4.39  -2.67  0.498
H  -0.53  2.48  -2.24  0.477
H  1.31  -3.08  0.00  0.369
H  3.68  -3.68  0.47  0.489
H  5.46  -2.09  -0.16  0.539
C  4.23  0.21  2.68  -1.153
C  3.54  -0.33  3.91  0.475
C  3.59  -1.85  3.98  -1.121
O  2.18  0.16  4.05  -0.253
P  0.95  0.25  3.02  0.580
S  1.25  1.64  1.62  -0.442
S  0.39  -1.56  2.40  -0.480
O  -0.17  0.88  3.96  -0.301
C  -0.48  0.64  5.36  0.506
C  0.51  1.35  6.27  -1.268
C  -0.60  -0.84  5.69  -1.086
H  5.28  -0.09  2.68  0.561
H  4.17  1.30  2.64  0.354
H  3.76  -0.19  1.78  -0.011
H  4.02  0.08  4.80  0.233
H  2.98  -2.28  3.19  0.083
H  3.21  -2.20  4.94  0.321
H  4.62  -2.19  3.87  0.457
H  -1.45  1.12  5.46  0.350
H  1.43  0.77  6.37  0.156
H  0.07  1.48  7.26  0.494
H  0.76  2.33  5.87  0.335
H  0.33  -1.35  5.46  0.156
H  -1.40  -1.30  5.12  0.225
H  -0.80  -0.95  6.75  0.449
C  -5.05  1.77  -4.51  -1.106
O  -4.40  0.60  -4.02  -0.386
C  -3.10  0.42  -4.30  1.314
C  -2.36  1.29  -5.11  -0.646
C  -1.05  1.00  -5.44  -0.808
C  -0.44  -0.15  -4.98  -0.961
C  -1.16  -1.01  -4.17  -0.386
C  -2.47  -0.74  -3.80  0.116
N  -3.15  -1.74  -3.06  0.153
C  -4.08  -1.69  -2.11  -1.104
C  -4.43  -0.67  -1.22  1.453
C  -5.72  -0.73  -0.63  -1.077
C  -6.19  0.27  0.16  -0.863
C  -5.38  1.40  0.40  -0.520
C  -4.11  1.47  -0.09  -0.777
C  -3.54  0.40  -0.84  0.549
O  -2.28  0.36  -1.05  -0.426
H  -6.06  1.73  -4.11  0.270
H  -5.08  1.77  -5.60  0.412
H  -4.55  2.67  -4.15  0.423
H  -2.82  2.19  -5.49  0.495
H  -0.51  1.68  -6.09  0.451
H  0.58  -0.39  -5.26  0.432
H  -0.69  -1.92  -3.79  0.339
H  -2.90  -2.67  -3.35  0.380
H  -4.64  -2.62  -2.02  0.524
H  -6.36  -1.57  -0.88  0.438
H  -7.18  0.23  0.59  0.439
H  -5.77  2.22  1.00  0.455
H  -3.47  2.33  0.10  0.543